The following is a quantum chemistry calculation of a 3-piece molecular cluster, C42H70BrFN5O12P2S overall, from the Open Molecules 2025 dataset.

Calculated values
Multiplicity: 1
Frontier orbital gap: 6.5 eV
Net charge: +1
Strongest force on any atom: 9.5 eV/A
DFT total energy: -178854.5842 eV

Atoms and positions in Å:
H  0.52  5.54  -5.44
H  5.43  6.14  -8.51
H  2.67  1.78  5.99
H  0.01  4.88  -7.00
H  3.97  3.85  -9.92
C  4.55  4.26  -9.09
N  -4.81  -3.64  5.84
C  -7.29  5.21  -1.42
H  -4.98  6.57  -4.55
O  -6.53  3.28  -2.82
O  2.38  -1.95  -1.05
O  -5.07  5.07  -3.18
H  3.70  0.75  7.25
H  -2.09  -6.38  5.21
C  4.64  5.78  -9.17
C  8.04  -1.29  4.45
H  -6.20  3.90  -5.42
C  5.43  -0.49  5.60
H  -6.20  5.42  -6.34
H  -4.11  -5.76  6.02
C  -0.62  -1.77  3.70
C  -1.63  -5.15  3.39
C  -7.35  3.73  -1.74
O  0.97  -3.76  -0.29
O  -4.91  -2.77  3.60
H  0.78  3.18  -4.55
H  1.26  -4.37  4.81
S  7.01  0.20  4.81
H  -1.85  3.71  0.31
H  -3.85  -4.59  7.50
N  -0.51  -4.17  1.44
C  4.11  0.32  5.08
C  0.13  3.43  -5.39
H  -2.48  -3.22  5.34
H  1.17  0.17  7.30
C  -0.57  -4.11  2.78
H  -0.56  -0.93  2.89
H  -4.96  -6.06  4.07
C  -1.57  -5.35  4.99
H  5.40  -1.60  5.28
H  -1.33  -0.25  5.18
C  0.62  4.68  -6.11
H  5.00  3.69  -4.20
C  4.14  3.78  -4.86
O  -3.29  3.55  -2.92
C  -3.74  2.98  -0.45
H  -1.70  -2.20  3.61
H  1.51  -0.56  4.17
C  1.41  -2.78  -1.26
P  -4.83  3.46  -2.86
H  -2.57  4.77  -0.91
C  1.33  -1.60  -3.76
H  -5.72  -3.79  6.33
H  0.72  0.96  4.85
C  3.97  2.50  -5.66
N  0.93  -3.40  4.78
N  9.31  -2.90  3.60
H  -0.89  -4.38  -2.54
C  -0.46  -1.03  5.13
Br  -1.41  -5.22  0.19
H  -4.07  5.12  -4.99
C  3.09  0.73  6.26
C  -0.43  -3.60  -3.24
H  3.72  6.27  -8.84
C  0.75  -2.69  -2.74
H  -1.38  -6.19  2.92
H  -4.13  2.52  0.46
H  -7.16  3.12  -0.85
C  2.79  -3.80  2.22
H  5.46  -0.44  6.75
C  -1.38  -1.09  0.00
C  -5.58  -5.16  3.69
H  -5.39  -5.07  2.55
H  -0.77  -2.40  -6.78
H  -8.04  5.47  -0.67
C  -2.79  4.11  -0.07
H  3.25  3.98  -4.26
H  -1.73  -4.04  6.81
H  -7.46  5.82  -2.31
C  0.82  -1.43  -5.25
H  1.72  -2.81  5.09
H  -8.38  3.50  -2.04
O  -4.85  3.49  -1.19
H  4.53  1.29  4.59
C  0.47  -3.14  0.93
H  -6.31  5.50  -1.01
H  -2.08  -0.46  -0.68
H  4.86  6.11  -10.19
P  2.38  3.53  -7.69
H  -1.83  -4.21  -5.03
H  -6.68  -5.38  3.92
H  3.64  -0.28  4.22
H  0.13  2.57  -6.07
H  9.30  -4.17  5.59
H  4.84  2.29  -6.28
N  8.74  -1.71  3.24
C  1.81  -0.26  6.42
H  -3.23  2.19  -1.01
H  -0.89  3.57  -5.02
H  3.91  1.66  -4.95
O  1.99  4.51  -8.81
C  -5.06  -3.78  4.38
H  -0.51  -5.45  5.43
C  8.97  -3.24  4.98
H  1.28  -0.64  -5.96
H  3.62  -4.24  4.24
H  2.12  -1.34  6.67
O  8.15  -2.19  5.57
C  -6.20  5.00  -5.33
H  4.31  4.64  -5.51
H  2.18  -0.88  -3.43
C  3.81  -3.42  3.43
C  -0.44  -1.94  0.36
H  -2.71  -4.87  3.07
C  0.40  -3.00  3.44
C  1.45  -2.90  2.18
H  2.44  -4.91  2.25
C  0.91  -0.17  5.09
H  5.55  3.84  -9.17
C  -3.84  -4.70  6.35
H  1.79  -1.78  2.15
H  4.91  -3.56  3.10
F  3.59  -3.66  0.99
C  -2.36  -4.24  5.85
O  4.00  3.85  -7.84
O  2.78  2.41  -6.45
H  3.58  -2.42  3.93
C  -5.00  5.48  -4.54
C  -0.99  -3.49  -4.71
C  -0.35  -2.42  -5.71
O  1.99  4.58  -6.47
H  -0.60  -1.70  6.04
H  -7.14  5.28  -4.84
H  -3.24  4.74  0.70